61
Properties=species:S:1:pos:R:3 method="wB97M-V/def2-TZVPD" relative_energy_kcal_mol=2.6 homo_energy_ev=-14.1 e_tot_ha=-2912.78339 gap_ev=7.06 charge=+2
Sc -0.0537 0.3252 0.1092
C -4.2039 -0.5852 -3.8705
C -2.9215 -0.0602 -3.8325
C -2.1913 -0.1271 -2.6549
C -2.7387 -0.7294 -1.5335
C -4.0274 -1.2436 -1.5565
C -4.7549 -1.1643 -2.7312
N -1.9045 -0.8066 -0.3578
N -2.3030 -1.5817 0.5368
C -1.5147 -1.6820 1.7002
C -1.9789 -2.6069 2.6225
C -1.2758 -2.7791 3.8085
C -0.1361 -2.0259 4.0315
C 0.3194 -1.1089 3.0789
C -0.3557 -0.9001 1.8838
H -4.7772 -0.5440 -4.7866
H -2.4921 0.3927 -4.7163
H -1.1873 0.2766 -2.6192
H -4.4504 -1.6922 -0.6697
H -5.7622 -1.5566 -2.7591
H -2.8735 -3.1744 2.4002
H -1.6143 -3.4941 4.5457
H 0.4140 -2.1472 4.9561
H 1.2316 -0.5716 3.3034
S 5.7283 1.7720 3.2731
C 4.3239 1.4030 2.2893
C 3.0541 1.7028 2.7971
C 1.9454 1.3928 2.0489
N 2.0172 0.7829 0.8491
C 3.2359 0.4864 0.3660
C 4.3953 0.7834 1.0379
C 6.9124 2.2108 2.0166
C 7.0182 3.5324 1.6107
C 7.9503 3.8337 0.6264
N 8.7401 2.9259 0.0536
C 8.6422 1.6678 0.4781
C 7.7513 1.2565 1.4616
H 2.9420 2.1853 3.7589
H 0.9554 1.6617 2.4024
H 3.2744 -0.0271 -0.5875
H 5.3472 0.5285 0.5944
H 6.4017 4.3049 2.0507
H 8.0675 4.8548 0.2818
H 9.3095 0.9501 0.0145
H 7.7330 0.2263 1.7941
C 0.9041 5.4183 -1.8147
O 0.2436 4.1096 -1.7585
P 0.7590 2.9819 -0.7831
O -0.6501 2.4871 0.0452
C -2.0013 2.8918 -0.4101
O 0.5626 1.6238 -1.7855
C 1.1663 1.6013 -3.1153
H 0.2640 6.0420 -2.4267
H 1.8807 5.3100 -2.2780
H 0.9942 5.8384 -0.8162
H -2.5747 3.0736 0.4918
H -2.4356 2.0874 -0.9998
H -1.9173 3.7932 -1.0045
H 2.1855 1.2266 -3.0538
H 1.1478 2.6033 -3.5329
H 0.5593 0.9418 -3.7275